Computed, not measured: C30H26ClF6N4O3PSbSe4W as an isolated structure at a distorted geometry, with wB97M-V/def2-TZVPD.

Properties
* ΔE to the lowest compared entry with this formula, charge and spin: 63.4 kJ/mol
* E_HOMO (spin up / spin down): -5.18 / -5.18 eV
* Kohn-Sham gap (spin up / spin down): 5.87 / 5.87 eV
* LUMO level (spin up / spin down): 0.690 / 0.696 eV

The geometry in ORCA input format:
```
! wB97M-V def2-TZVPD RIJCOSX def2/J DEFGRID3
* xyz -1 1
W -0.2650 -0.4072 -0.1256
O -1.0783 -0.1088 1.7350
N -0.8230 1.0091 2.3431
N 0.3179 1.4523 2.0179
O 0.8959 1.0674 0.8978
C 0.6476 2.7789 2.5105
C 0.5599 3.8349 1.6251
C 0.8345 5.1055 2.1043
C 1.2106 5.2856 3.4290
C 1.3113 4.2010 4.2907
C 1.0252 2.9235 3.8307
H 0.2832 3.6885 0.5884
H 0.7325 5.9418 1.4251
H 1.4239 6.2816 3.7959
H 1.6100 4.3470 5.3204
H 1.0828 2.0585 4.4779
Cl 2.3944 2.8386 -1.5280
C 1.4813 2.0628 -2.7964
C 1.0721 2.8471 -3.8645
C 0.3435 2.2724 -4.8918
C 0.0506 0.9153 -4.8522
C 0.4571 0.1491 -3.7749
C 1.1633 0.7059 -2.7033
C 1.4543 -0.1033 -1.4898
H 1.2913 3.9054 -3.8583
H -0.0063 2.8892 -5.7088
H -0.5221 0.4594 -5.6500
H 0.2047 -0.9029 -3.7327
H 2.2741 0.3251 -0.9223
H 1.6775 -1.1323 -1.7624
O -2.2434 -1.2265 -0.4388
N -3.3690 -0.5235 -0.4212
C -3.9648 -0.2303 0.7457
C -5.0959 0.5489 0.7487
C -5.5981 1.0343 -0.4500
C -4.9723 0.6938 -1.6359
C -3.8408 -0.0925 -1.5996
H -3.4623 -0.6069 1.6223
H -5.5414 0.8173 1.6944
H -6.4365 1.7160 -0.4537
H -5.3058 1.0837 -2.5845
H -3.2519 -0.3838 -2.4563
F -0.3062 -2.0463 -1.3203
P -0.7894 -3.7311 -2.3635
F -1.7277 -2.7317 -3.1645
F 0.4301 -3.2632 -3.2628
F -1.1292 -5.0108 -3.1898
F -1.9277 -3.9036 -1.2840
F 0.2356 -4.4031 -1.3646
Se -3.2734 3.9694 0.7172
Sb -2.3874 4.1372 -1.5043
Se -0.4646 5.5107 -1.8268
Se -3.7474 3.5424 -3.3787
Se -1.1727 1.4999 -1.0236
C 5.2197 -1.6943 0.1892
C 4.3870 -2.6832 -0.3221
C 3.0302 -2.6647 -0.0485
C 2.4789 -1.6517 0.7377
C 3.3207 -0.6837 1.2740
C 4.6811 -0.7007 0.9914
N 1.0731 -1.6277 0.9575
C 0.5921 -2.6860 1.7462
C -0.7376 -3.1210 1.6782
C -1.2027 -4.1372 2.4971
C -0.3662 -4.7653 3.4069
C 0.9564 -4.3502 3.4805
C 1.4305 -3.3330 2.6713
H 6.2778 -1.6983 -0.0399
H 4.7954 -3.4684 -0.9465
H 2.3720 -3.4237 -0.4542
H 2.9054 0.0910 1.9020
H 5.3201 0.0700 1.4047
H -1.4269 -2.7008 0.9607
H -2.2351 -4.4515 2.4009
H -0.7327 -5.5648 4.0374
H 1.6344 -4.8206 4.1831
H 2.4637 -3.0259 2.7566
*
```

***

Computed, not measured: C30H26ClF6N4O3PSbSe4W as an isolated structure at a distorted geometry, with wB97M-V/def2-TZVPD.

Properties
* ΔE to the lowest compared entry with this formula, charge and spin: 412.7 kJ/mol
* E_HOMO (spin up / spin down): -4.37 / -4.38 eV
* Kohn-Sham gap (spin up / spin down): 2.94 / 2.96 eV
* LUMO level (spin up / spin down): -1.429 / -1.417 eV

The geometry in ORCA input format:
```
! wB97M-V def2-TZVPD RIJCOSX def2/J DEFGRID3
* xyz -1 1
W -0.2063 -0.2695 0.6513
O -0.5697 -0.6492 2.4329
N -0.0971 0.7904 2.4246
N 1.2794 0.7519 2.3712
O 1.5704 0.3737 1.0313
C 2.1911 1.3912 3.1788
C 3.5176 1.5175 2.7740
C 4.4041 2.1863 3.6023
C 3.9890 2.7258 4.8133
C 2.6641 2.5802 5.2026
C 1.7551 1.9134 4.3971
H 3.8423 1.0604 1.8523
H 5.4398 2.2713 3.2979
H 4.6935 3.2402 5.4539
H 2.3297 2.9835 6.1506
H 0.7238 1.7869 4.6955
Cl -2.9214 0.7506 -3.3975
C -3.0394 -0.9649 -3.2093
C -2.7515 -1.7690 -4.2824
C -2.8041 -3.1596 -4.1342
C -3.1577 -3.7466 -2.9207
C -3.4642 -2.9438 -1.8540
C -3.4068 -1.5244 -1.9522
C -3.6123 -0.7617 -0.8252
H -2.4733 -1.3201 -5.2253
H -2.5574 -3.7867 -4.9813
H -3.1698 -4.8211 -2.8004
H -3.7205 -3.3961 -0.8991
H -3.8865 -1.2490 0.1030
H -3.6390 0.3182 -0.8739
O 0.3378 -0.1616 -1.3709
N 1.2498 -0.8966 -2.0264
C 2.4977 -0.4081 -2.1033
C 3.4609 -1.1070 -2.7864
C 3.1338 -2.3250 -3.3604
C 1.8369 -2.7989 -3.2650
C 0.8898 -2.0558 -2.5956
H 2.6598 0.5170 -1.5717
H 4.4676 -0.7183 -2.8109
H 3.8911 -2.9097 -3.8639
H 1.5433 -3.7549 -3.6707
H -0.1405 -2.3437 -2.4691
F 3.0465 -1.8450 -0.0284
P 3.5566 -2.6714 1.2962
F 4.9028 -3.0838 0.4845
F 2.2090 -2.2147 2.0621
F 4.3052 -1.3183 1.8128
F 4.0653 -3.4647 2.5970
F 2.8062 -3.9772 0.7458
Se 0.0914 -5.9224 2.2947
Sb -1.0430 -5.3100 0.2486
Se -3.4226 -5.4167 0.5176
Se -0.0462 -5.6551 -1.8897
Se -0.7485 -2.5379 0.1538
C -5.0491 2.5754 1.4664
C -4.4409 3.2294 0.4018
C -3.1931 2.8323 -0.0476
C -2.5158 1.7687 0.5669
C -3.1275 1.1247 1.6444
C -4.3848 1.5231 2.0767
N -1.2734 1.3468 0.0402
C -0.3914 2.4391 -0.3176
C 0.0388 2.6103 -1.6272
C 0.9081 3.6446 -1.9372
C 1.3490 4.5125 -0.9469
C 0.8972 4.3561 0.3560
C 0.0231 3.3277 0.6705
H -6.0263 2.8839 1.8145
H -4.9452 4.0509 -0.0922
H -2.7323 3.3377 -0.8861
H -2.6374 0.3020 2.1507
H -4.8394 1.0014 2.9101
H -0.3162 1.9321 -2.3896
H 1.2405 3.7731 -2.9604
H 2.0390 5.3106 -1.1905
H 1.2349 5.0272 1.1354
H -0.3315 3.1899 1.6836
*
```

***

Computed, not measured: C30H26CrNO5 as an isolated structure at a distorted geometry, with wB97M-V/def2-TZVPD.

Properties
* expectation value of S²: 3.8064
* ΔE to the lowest compared entry with this formula, charge and spin: 150.9 kJ/mol
* E_HOMO (spin up / spin down): -12.58 / -14.13 eV
* Kohn-Sham gap (spin up / spin down): 6.40 / 6.02 eV
* LUMO level (spin up / spin down): -6.182 / -8.116 eV

The geometry in ORCA input format:
```
! wB97M-V def2-TZVPD RIJCOSX def2/J DEFGRID3
* xyz 2 4
O 2.6818 5.4769 2.5995
C 1.7537 4.8030 2.5134
Cr 0.2327 3.7540 2.0278
C 1.2887 3.2845 0.5374
O 1.9488 3.0998 -0.4004
C -0.2292 5.2699 0.9715
O -0.3084 6.2001 0.2869
C -0.9228 3.8435 3.8656
C 0.1445 2.9522 4.0317
C 0.3628 1.9233 3.1068
C -0.4770 1.7247 1.9896
C -0.1585 0.7074 0.9811
C 0.0163 -0.1061 0.0774
C 0.2898 -0.9314 -1.1174
C 0.4096 -0.1482 -2.3961
C -0.1442 1.1270 -2.4467
C -0.1728 1.7962 -3.6708
C 0.4552 1.2446 -4.7829
C 1.1234 0.0233 -4.6897
C 1.0980 -0.6857 -3.4904
C 1.6324 -1.7290 -0.7673
C 1.7285 -2.3899 0.4757
C 2.8826 -3.0740 0.9205
C 4.0718 -2.9896 0.1969
C 4.0984 -2.1423 -0.9120
C 2.9289 -1.4627 -1.3241
C -1.5641 2.6207 1.8614
C -1.7839 3.6626 2.7782
H -1.0721 4.6725 4.5669
H 0.8372 3.0816 4.8657
H 1.2236 1.2562 3.2142
H -0.4916 1.5934 -1.5218
H -0.7122 2.7366 -3.7244
H 0.4170 1.7649 -5.7323
H 1.6475 -0.4103 -5.5401
H 1.6779 -1.6087 -3.3833
H 0.9067 -2.3431 1.1988
H 2.8321 -3.6816 1.8303
H 4.9584 -3.5576 0.4889
H 5.0362 -2.0245 -1.4676
H 3.0964 -0.6835 -2.0717
H -2.2263 2.5111 0.9966
H -2.6107 4.3610 2.6240
C -1.4708 -1.5185 3.3436
O -1.0700 -2.1844 2.1436
C -1.7066 -1.8897 1.0268
C -1.2057 -2.6523 -0.1498
C -2.2913 -3.6156 -0.6346
C -2.9968 -2.9568 -1.8063
C -2.0177 -1.9291 -2.4406
N -0.9926 -1.6288 -1.1988
O -2.6184 -1.0633 0.8960
H -1.7164 -2.3156 4.0390
H -0.5925 -0.9720 3.6801
H -2.3200 -0.8543 3.1784
H -0.2461 -3.1495 0.0021
H -1.7896 -4.5443 -0.9450
H -2.9430 -3.8050 0.2303
H -3.2630 -3.7350 -2.5311
H -3.9428 -2.4917 -1.4664
H -1.4788 -2.3256 -3.3190
H -2.5537 -0.9892 -2.6855
H -1.6910 -0.9024 -0.9305
*
```

***

Computed, not measured: C30H26F2N2O6S as an isolated structure, with wB97M-V/def2-TZVPD.

Properties
* E_HOMO: -8.82 eV
* Kohn-Sham gap: 7.01 eV
* LUMO level: -1.804 eV

The geometry in ORCA input format:
```
! wB97M-V def2-TZVPD RIJCOSX def2/J DEFGRID3
* xyz 0 1
F -2.1693 4.3975 -2.6312
C -0.9806 4.4285 -1.9015
C -1.2213 5.0371 -0.5228
C -0.0353 5.8921 -0.0071
C 0.9050 5.1187 0.8858
C 1.5828 3.9955 0.2926
C 2.4789 3.2310 0.9577
C 2.7515 3.5922 2.2981
N 3.6269 2.9807 3.1088
S 3.5649 3.7692 4.5021
N 2.4594 4.8848 4.1831
C 2.0813 4.6927 2.9131
C 1.1210 5.4652 2.1864
C 0.4255 6.5912 2.9216
C -1.1074 6.4725 3.0035
C -1.5858 5.0737 3.3172
F -2.9898 5.0722 3.2625
H -0.6365 3.3959 -1.8259
H -0.2518 5.0076 -2.4722
H -1.3828 4.2210 0.1811
H -2.1111 5.6616 -0.5803
H 0.5459 6.2178 -0.8758
H -0.3835 6.7971 0.4798
H 1.3774 3.7349 -0.7382
H 2.9566 2.4020 0.4544
H 0.7328 7.5653 2.5400
H 0.7783 6.5433 3.9516
H -1.6294 6.8340 2.1180
H -1.4318 7.1135 3.8267
H -1.2550 4.3343 2.5890
H -1.3202 4.7664 4.3294
C 3.8139 -2.1804 -1.6743
C 3.7314 -0.9527 -1.1700
C 2.6864 -0.0047 -1.6283
O 2.6139 1.1160 -1.1661
C 1.7368 -0.4736 -2.6643
C 1.8187 -1.7011 -3.1697
C 2.8638 -2.6520 -2.7145
O 2.9399 -3.7730 -3.1686
H 4.5674 -2.8902 -1.3570
H 4.4117 -0.5870 -0.4111
H 0.9812 0.2351 -2.9784
H 1.1337 -2.0652 -3.9240
C 1.8062 -6.1853 0.6665
C 1.4717 -5.4855 -0.4145
C 0.2885 -4.5913 -0.4079
O -0.0199 -3.9544 -1.3963
C -0.5099 -4.5003 0.8383
C -0.1743 -5.2010 1.9185
C 1.0107 -6.0978 1.9190
O 1.3174 -6.7340 2.9026
H 2.6635 -6.8459 0.6902
H 2.0347 -5.5295 -1.3395
H -1.3705 -3.8425 0.8095
H -0.7395 -5.1546 2.8406
C -2.7587 -6.7474 -2.6938
C -2.7097 -5.6607 -1.9274
C -3.9383 -5.0980 -1.3142
O -3.8923 -4.1116 -0.6093
C -5.2234 -5.7884 -1.5888
C -5.2717 -6.8733 -2.3569
C -4.0425 -7.4402 -2.9697
O -4.0880 -8.4303 -3.6664
H -1.8762 -7.1766 -3.1516
H -1.7886 -5.1379 -1.7144
H -6.1052 -5.3595 -1.1299
H -6.1962 -7.3940 -2.5715
*
```